[1]
Molecular formula: C16H31FeNP2Se
Method: DFT, ωB97M-V/def2-TZVPD

```
52
Properties=species:S:1:pos:R:3:nbo_charge:R:1
P -0.2465 -1.6720 -1.5952 0.87
P 0.2190 1.8172 -1.6752 0.86
C -0.4357 -0.5891 -3.1158 -0.71
C 0.3853 0.7129 -3.1440 -0.72
H -1.5136 -0.4205 -3.2564 0.22
H -0.0944 -1.2526 -3.9216 0.21
H 1.4564 0.5234 -3.3098 0.23
H 0.0109 1.3410 -3.9620 0.22
C -1.4174 2.5404 -2.0169 -0.95
H -1.6746 3.2485 -1.2237 0.24
H -2.1941 1.7734 -2.0784 0.23
H -1.3229 3.0606 -2.9735 0.22
C 1.2769 3.2963 -1.8801 -0.94
H 0.9012 3.8642 -2.7466 0.22
H 2.3291 3.0130 -2.0256 0.24
H 1.1793 3.8984 -0.9629 0.25
C -1.1423 -3.2134 -2.0635 -0.95
H -1.0341 -3.9428 -1.2515 0.23
H -0.6885 -3.6159 -2.9821 0.21
H -2.2096 -3.0174 -2.2310 0.24
C 1.4258 -2.2898 -1.9834 -0.96
H 2.1653 -1.4895 -2.0185 0.23
H 1.3659 -2.7617 -2.9701 0.22
H 1.7315 -3.0288 -1.2402 0.23
Fe 0.1179 -0.7774 2.9080 1.40
C 0.6455 1.9231 1.8232 -0.15
C -0.6867 1.6557 1.7793 -0.26
C -1.6194 0.9126 0.8253 -0.48
C -1.8744 -0.6399 0.8545 -0.48
C -0.7040 -1.6000 0.9842 -0.23
C 0.7160 -1.3444 0.8823 -0.33
C 1.3327 -0.0562 0.3737 -0.60
C 1.8222 1.0811 1.3309 -0.47
C 0.4154 -2.2831 4.0479 -1.18
H 0.9424 2.7741 2.4464 0.22
H -1.2743 2.1690 2.5755 0.23
H -1.4069 1.1702 -0.2286 0.24
H -2.6150 1.3625 1.0073 0.23
H -2.6352 -0.8365 1.6329 0.23
H -2.4047 -0.9143 -0.0803 0.23
H -0.9854 -2.6804 0.9940 0.23
H 1.3455 -2.2613 0.9186 0.23
H 0.5286 0.4347 -0.2475 0.28
H 2.1504 -0.3307 -0.3287 0.22
H 2.4779 0.6466 2.1232 0.23
H 2.5067 1.7638 0.7670 0.23
H 1.2935 -2.0970 4.6777 0.23
H 0.5268 -3.1649 3.4221 0.19
H -0.4845 -2.3286 4.6753 0.22
Se -0.3661 2.0695 6.7717 -0.17
C -0.1791 1.1086 5.3402 0.16
N -0.0588 0.4477 4.3522 -0.82
```

The spin multiplicity is 5. The highest occupied orbital energy (spin up / spin down) comes out at -6.630 / -7.316 eV. Its expectation value of S² is 6.05. As for the LUMO energy (spin up / spin down): 0.14 / 0.13 eV. The calculation puts the orbital gap (spin up / spin down) at 0.2486 / 0.2735 Ha.

***

[2]
Molecular formula: C8H12ClNO2Si
Method: DFT, ωB97M-V/def2-TZVPD

```
25
Properties=species:S:1:pos:R:3:nbo_charge:R:1
C -2.1744 2.0365 2.3892 0.29
C -2.2964 1.1273 1.3028 -0.30
C -2.0488 -0.1884 1.4618 0.11
C -0.7695 -1.5156 -0.0776 0.75
C -2.5387 1.7702 -0.0462 -0.63
C -0.8023 -2.8721 -0.6832 -0.69
C 3.1544 -1.1838 -0.6827 -1.12
C 1.9238 1.6378 0.3970 -1.12
N -1.9204 2.7636 3.2198 -0.34
O 0.2622 -0.6810 -0.1072 -0.86
O -1.7372 -1.2075 0.6227 -0.36
Si 1.6686 0.0149 -0.6439 1.78
Cl 1.1823 0.4089 -2.6055 -0.40
H -3.0746 0.9763 -0.6263 0.20
H -3.1315 2.6349 -0.0387 0.22
H -1.6874 1.9907 -0.6078 0.21
H -1.8476 -3.0655 -1.0047 0.25
H -0.2141 -2.7468 -1.6007 0.23
H -0.4248 -3.6859 -0.0818 0.25
H 2.8279 -2.1602 -0.8528 0.24
H 3.6065 -0.9150 -1.6736 0.25
H 3.9239 -1.0695 0.0694 0.26
H 1.9364 2.4735 -0.2216 0.24
H 1.1822 1.8438 1.2357 0.28
H 2.9993 1.6126 0.8560 0.25
```

The highest occupied orbital energy (spin up / spin down) comes out at -7.458 / -7.464 eV. As for the LUMO energy (spin up / spin down): 0.22 / 0.22 eV. The calculation puts the orbital gap (spin up / spin down) at 0.2821 / 0.2824 Ha.

***

[3]
Molecular formula: C34H49LaN10O3S2
Method: DFT, ωB97M-V/def2-TZVPD

```
99
Properties=species:S:1:pos:R:3:mulliken_charge:R:1
La -0.0200 -0.0355 0.3530 1.32
N -4.2155 1.5618 1.7831 -0.49
C -2.8510 1.7109 1.5033 -0.01
S -1.7516 1.1567 2.7078 -0.40
N -2.6075 2.2444 0.3437 -1.03
N -1.2910 2.1986 -0.0425 1.50
C -0.8084 3.2081 -0.6705 0.08
C -1.5471 4.4656 -0.9384 -0.88
C -2.7040 4.4567 -1.7125 0.15
C -3.3748 5.6415 -1.9668 -0.87
C -2.9074 6.8379 -1.4400 -0.38
C -1.7609 6.8493 -0.6594 -0.86
C -1.0783 5.6673 -0.4161 0.07
C 0.6006 3.0901 -1.1285 0.38
C 1.1328 3.9767 -2.0596 -0.77
C 2.4604 3.8415 -2.4313 -0.71
C 3.2221 2.8400 -1.8543 -1.11
C 2.6068 1.9847 -0.9531 -0.42
N 1.3302 2.0887 -0.6053 0.45
H -4.4486 1.8032 2.7353 0.26
H -4.7940 2.0442 1.1055 0.20
H -3.0711 3.5189 -2.1064 0.47
H -4.2684 5.6301 -2.5767 0.42
H -3.4372 7.7604 -1.6378 0.40
H -1.3947 7.7782 -0.2421 0.39
H -0.1794 5.6758 0.1885 0.47
H 0.5116 4.7493 -2.4868 0.56
H 2.8909 4.5122 -3.1628 0.44
H 4.2649 2.7051 -2.1033 0.46
H 3.1623 1.1794 -0.4884 0.68
C -0.1611 -5.2522 1.1394 -0.83
N 1.0742 -4.6284 1.5912 0.43
C 2.2083 -5.5047 1.8245 -1.08
C 1.1885 -3.2966 1.6296 -0.06
O 0.2648 -2.5213 1.3839 0.37
C 2.5669 -2.7314 1.9622 -1.37
O 2.5041 -1.3347 2.0862 -0.10
C 2.2521 -0.9016 3.3996 -0.87
C 1.8183 0.5533 3.3146 0.36
O 1.4609 1.0052 2.2311 -0.43
N 1.7621 1.2544 4.4545 0.27
C 1.2288 2.6095 4.4302 -0.88
C 2.1883 0.7039 5.7296 -1.02
H -0.0513 -5.5933 0.1073 0.32
H -0.9741 -4.5398 1.2094 0.11
H -0.3929 -6.1003 1.7833 0.41
H 1.9680 -6.4854 1.4225 0.40
H 2.4235 -5.6157 2.8899 0.29
H 3.1025 -5.1535 1.3096 0.39
H 3.2267 -2.9493 1.1192 0.20
H 2.9913 -3.1968 2.8580 0.68
H 3.1463 -1.0214 4.0233 0.42
H 1.4311 -1.4705 3.8605 0.46
H 0.7001 2.7602 3.4939 0.10
H 2.0322 3.3430 4.5275 0.31
H 0.5266 2.7320 5.2541 0.42
H 1.6251 -0.1944 5.9895 0.33
H 2.0039 1.4478 6.4996 0.38
H 3.2550 0.4736 5.7356 0.33
N -2.5037 -1.7611 0.8751 -0.28
N -3.4651 -1.5217 1.8802 -0.30
C -3.4248 -2.1582 3.0635 0.55
N -4.1230 -1.5441 4.0592 -0.50
S -2.6291 -3.6056 3.3245 -0.43
H -2.9683 -2.1939 0.0845 0.27
H -1.8492 -2.4486 1.2519 -0.31
H -3.8356 -0.5752 1.8598 0.18
H -4.0867 -0.5348 4.0609 0.25
H -4.0087 -1.9764 4.9595 0.24
C -2.7375 -1.4055 -2.8574 -1.12
C -1.9230 -0.4462 -3.7236 0.41
C -2.0018 0.9909 -3.2121 -1.35
C -0.4835 -0.8854 -3.9361 0.17
C -0.0572 -0.9442 -5.2531 -0.69
C 1.2093 -1.3760 -5.6125 -1.43
C 2.0425 -1.8268 -4.6016 -0.92
C 1.6730 -1.7898 -3.2673 0.43
C 2.6304 -2.4370 -2.2868 0.47
C 3.2938 -1.4579 -1.3205 -0.89
C 1.9609 -3.5942 -1.5463 -1.17
C 0.4138 -1.2228 -2.8587 0.99
N 0.1087 -1.0280 -1.5554 -0.54
H -3.7767 -1.0697 -2.7902 0.50
H -2.3036 -1.4609 -1.8635 -0.46
H -2.7280 -2.4091 -3.2876 0.45
H -2.3902 -0.4571 -4.7159 0.62
H -1.4080 1.0816 -2.3072 0.00
H -3.0322 1.2762 -2.9824 0.47
H -1.6028 1.6871 -3.9535 0.40
H -0.7560 -0.6477 -6.0300 0.36
H 1.5180 -1.4057 -6.6491 0.34
H 3.0147 -2.2389 -4.8570 0.36
H 3.4381 -2.8660 -2.8916 0.65
H 2.5453 -1.0464 -0.6419 -0.49
H 3.7539 -0.6351 -1.8693 0.46
H 4.0753 -1.9497 -0.7316 0.53
H 1.0982 -3.2210 -0.9938 -0.13
H 2.6661 -4.0832 -0.8643 0.34
H 1.6106 -4.3453 -2.2563 0.46
```

The highest occupied orbital energy comes out at -5.147 eV. As for the LUMO energy: -0.14 eV. The calculation puts the orbital gap at 0.1840 Ha.

***

[4]
Molecular formula: C5H2O
Method: DFT, ωB97M-V/def2-TZVPD

```
8
Properties=species:S:1:pos:R:3:nbo_charge:R:1
O -1.6099 -1.2109 0.2744 -0.46
C -1.8236 -0.0428 0.5132 0.35
C -0.8026 0.9295 0.1910 -0.01
C 0.3505 1.2701 0.0067 -0.01
C 1.4798 0.4668 -0.0577 -0.10
C 2.0695 -0.5746 0.0894 -0.15
H -2.7298 0.3193 1.0030 0.14
H 2.4941 -1.5284 0.2934 0.24
```

The highest occupied orbital energy comes out at -9.779 eV. Its SMILES is C#CC#CC=O. As for the LUMO energy: -0.61 eV. The calculation puts the orbital gap at 0.3371 Ha.

***

Number 1: E_tot -136890.1111 eV. Number 2: E_tot -34473.6305 eV. Number 3: E_tot -79629.3061 eV. Number 4: E_tot -7258.9900 eV.